42
Properties=species:S:1:pos:R:3:forces:R:3:nbo_charge:R:1 method="wB97M-V/def2-TZVPD" e_tot_ev=-127774.6777 charge=+2 spin_multiplicity=5 largest_force_ev_per_a=1.30 homo_energy_ev="-14.44 / -14.44"
Ho 0.37334 -1.24405 -2.29399 0.23 0.42 -0.19 2.1224
C 4.14794 0.08705 2.37211 0.07 -0.13 -0.07 -0.6162
C 4.34554 -1.26265 1.69301 -0.14 0.27 0.55 -0.2263
N 4.12864 -1.18965 0.25781 0.25 0.01 -0.21 -0.5338
C 2.93834 -1.12855 -0.30829 -0.30 -0.02 -1.04 0.3714
S 2.99754 -1.24585 -2.10509 -0.73 -0.40 0.35 -0.4115
N 1.87394 -0.94485 0.44091 0.13 0.09 1.29 -0.4518
N 0.64134 -1.17195 -0.05439 -0.29 0.19 -0.39 -0.4228
C -0.41556 -0.89195 0.67341 0.91 -0.18 -0.16 0.2867
C -0.32046 -0.25905 2.01781 0.22 -0.03 -0.13 -0.6979
C -1.70276 -1.36575 0.13401 -0.70 -0.26 -0.30 0.1651
C -2.86226 -1.40575 0.91311 0.56 0.05 -0.27 -0.2030
C -4.01146 -1.99425 0.40921 0.13 -0.16 -0.38 -0.0948
C -3.98446 -2.55005 -0.86389 0.07 0.13 0.12 -0.2194
C -2.82306 -2.43185 -1.60889 0.06 0.03 -0.10 0.0680
N -1.70966 -1.84555 -1.14469 0.27 0.08 0.35 -0.6199
H 4.24324 -0.03315 3.44681 0.01 0.04 0.12 0.2368
H 3.15654 0.47115 2.14681 -0.03 0.07 0.06 0.2078
H 4.89254 0.80585 2.04031 0.06 0.07 -0.02 0.2188
H 3.63644 -1.98625 2.10301 0.16 -0.02 -0.06 0.2167
H 5.36184 -1.62305 1.84901 -0.10 -0.09 -0.03 0.2294
H 4.93704 -1.19665 -0.35109 -0.20 -0.08 0.06 0.4293
H 0.61754 0.28715 2.09681 -0.05 -0.05 0.02 0.2708
H -0.32216 -1.02905 2.79091 0.01 -0.06 0.09 0.2713
H -1.15176 0.41325 2.20741 -0.11 0.04 -0.04 0.2456
H -2.85486 -1.01465 1.91521 0.04 0.08 0.14 0.2524
H -4.91036 -2.03795 1.00411 -0.06 -0.02 0.09 0.2581
H -4.84186 -3.06475 -1.27059 -0.02 0.03 -0.06 0.2634
H -2.77656 -2.82895 -2.62189 -0.05 0.05 0.15 0.2151
Se 2.12974 1.93835 -2.09009 -0.02 -0.46 -0.15 1.1900
N 0.57994 1.06325 -2.41599 -0.42 -0.54 0.17 -0.9484
C -0.42736 1.79235 -1.88389 0.60 0.11 -0.22 0.2263
C -1.79166 1.45745 -1.94119 -0.48 -0.10 -0.15 -0.3083
C -2.69226 2.31445 -1.35779 0.29 -0.59 -0.34 -0.1048
C -2.27096 3.49565 -0.70419 0.40 0.44 0.20 -0.2034
C -0.95236 3.85245 -0.63719 -0.49 0.11 0.12 -0.1443
C 0.00384 3.00295 -1.23469 0.22 -0.63 -0.27 0.0523
N 1.31914 3.19475 -1.26259 -0.29 0.96 0.35 -0.5535
H -2.11196 0.57315 -2.50619 -0.07 0.38 0.23 0.2079
H -3.74856 2.09675 -1.42009 -0.07 0.00 0.02 0.2421
H -3.02226 4.13805 -0.27099 -0.03 0.07 0.04 0.2520
H -0.61966 4.76225 -0.16409 -0.02 0.11 0.07 0.2605


9
Properties=species:S:1:pos:R:3:forces:R:3:nbo_charge:R:1 method="wB97M-V/def2-TZVPD" e_above_lowest_ev=0.0264 e_tot_ev=-18093.5321 largest_force_ev_per_a=4.58 homo_energy_ev=-8.45
N -0.12077 1.28111 -0.65696 0.30 -1.34 -0.55 -0.8217
C -0.16376 0.10467 0.05761 -1.22 0.41 4.39 0.5646
N 0.54079 -0.98461 -0.33891 -0.59 0.76 0.90 -0.8412
N -0.87246 0.22192 1.26634 2.18 -0.93 -3.78 -0.5761
Cl -0.93891 -1.37090 1.96743 -0.20 0.17 0.45 0.0186
H -0.45279 1.96810 -0.01682 -0.11 1.12 -0.20 0.4150
H 0.65675 1.47900 -1.30053 -0.64 -0.08 0.95 0.3972
H 0.70049 -1.76353 0.34659 -0.51 1.06 -1.61 0.4443
H 0.65065 -0.93577 -1.32475 0.78 -1.16 -0.55 0.3993


75
Properties=species:S:1:pos:R:3:forces:R:3:lowdin_charge:R:1 method="wB97M-V/def2-TZVPD" e_above_lowest_ev=0.0000 e_tot_ev=-196439.1181 charge=+1 spin_multiplicity=2 largest_force_ev_per_a=0.94 homo_energy_ev="-10.85 / -10.78"
Re -1.40359 0.62587 0.01965 0.05 0.17 -0.14 1.7195
Cl -2.25032 -6.47738 -1.26813 0.00 -0.02 0.01 0.7137
C -2.36126 -4.76857 -1.19003 0.06 0.04 -0.08 -0.7032
C -3.02231 -4.15684 -0.12851 0.04 0.09 -0.02 -0.6978
Cl -3.75394 -5.11137 1.09447 0.00 -0.03 0.02 0.7133
C -3.09506 -2.76664 -0.05228 0.02 0.21 -0.22 -0.5974
Cl -4.00162 -2.01934 1.20367 0.01 0.14 0.03 0.7807
C -2.48562 -1.97201 -1.03037 0.20 -0.43 -0.29 -0.4071
O -2.48487 -0.62719 -0.99981 -0.42 0.30 0.79 -0.3089
C -1.87064 -2.60241 -2.11827 -0.12 0.06 0.16 -0.6224
Cl -1.17750 -1.61653 -3.34615 0.00 0.07 -0.03 0.7602
C -1.79553 -3.98559 -2.19683 -0.08 -0.02 0.04 -0.7104
Cl -0.98432 -4.72368 -3.51240 0.00 -0.01 0.00 0.7262
C 3.37886 1.45850 3.04016 0.06 -0.02 0.01 -0.0628
C 2.28915 1.81728 3.82168 -0.05 0.02 0.03 -0.0525
C 1.03967 1.99397 3.24906 0.06 -0.02 -0.10 -0.0120
C 0.88084 1.81460 1.87416 0.01 -0.07 0.17 -0.2481
C 1.96609 1.43989 1.09124 0.00 0.03 -0.01 -0.1112
C 3.21305 1.26878 1.67604 0.05 -0.02 -0.02 -0.0727
N -0.43816 1.94216 1.31503 -0.41 -0.16 -0.32 -0.1325
N -1.14193 2.85285 1.90101 0.05 0.06 0.05 0.1214
C -2.45911 2.77827 1.62677 0.24 -0.26 -0.02 -0.2795
C -3.34109 3.69979 2.22208 -0.18 0.06 0.02 0.0062
C -4.68434 3.54252 2.01792 0.14 0.19 0.13 -0.0547
C -5.15306 2.46685 1.24354 0.01 -0.20 -0.14 -0.0414
C -4.29490 1.56310 0.65633 -0.10 0.05 -0.09 -0.1041
C -2.90323 1.69578 0.81445 0.09 -0.03 -0.13 -0.2184
H 4.35187 1.32198 3.49407 -0.02 0.00 -0.01 0.1124
H 2.40722 1.95327 4.88898 0.00 0.00 -0.02 0.1148
H 0.18317 2.24292 3.85670 -0.03 0.01 -0.01 0.1152
H 1.84926 1.26826 0.03393 0.02 0.02 0.06 0.0076
H 4.05319 0.98340 1.05380 -0.01 0.00 0.01 0.1142
H -2.94091 4.49080 2.84258 0.02 -0.02 -0.02 0.1234
H -5.39021 4.22747 2.46817 0.01 -0.02 -0.01 0.1133
H -6.22142 2.33982 1.11608 0.02 -0.01 0.00 0.1164
H -4.70015 0.73528 0.09012 0.00 -0.05 -0.01 0.0850
C 6.74834 -0.96481 -2.49086 0.06 0.02 -0.03 -0.0358
C 5.36600 -1.10398 -1.92915 -0.08 -0.01 0.02 -0.2503
C 5.09313 -2.06531 -0.95378 0.00 0.01 -0.01 -0.0157
C 3.81827 -2.22164 -0.44540 0.06 -0.11 0.08 -0.0407
C 2.79879 -1.40287 -0.91254 -0.15 0.07 0.04 -0.2861
C 3.03849 -0.44519 -1.88564 -0.09 0.06 -0.06 -0.0530
C 4.32283 -0.30065 -2.38396 0.03 0.00 -0.01 -0.0153
S 1.17513 -1.65517 -0.29340 0.11 -0.15 0.33 0.7003
O 0.42182 -0.46165 -0.73818 0.07 0.28 -0.02 -0.4676
O 0.61914 -2.90777 -0.69275 0.06 -0.04 0.05 -0.2312
N 1.41579 -1.72376 1.31272 0.10 0.25 -0.24 -0.1068
C 0.58548 -2.55093 2.19703 -0.03 -0.14 -0.01 -0.1784
C -0.18734 -1.74997 3.23456 -0.11 0.02 0.07 -0.0575
C -1.08452 -0.66822 2.67680 -0.29 0.34 0.06 -0.5531
O -1.61387 0.19595 3.32776 0.20 -0.28 -0.14 0.1149
O -1.20173 -0.76534 1.34178 0.26 -0.17 0.04 -0.2607
H 7.50247 -1.06381 -1.71041 0.00 0.00 -0.01 0.0867
H 6.88229 -0.00322 -2.98377 0.01 -0.01 0.00 0.0817
H 6.93506 -1.74792 -3.22892 0.00 0.01 0.01 0.0956
H 5.89337 -2.69820 -0.58992 -0.01 0.01 0.00 0.1248
H 3.61431 -2.96853 0.31116 0.01 0.02 -0.02 0.1225
H 2.22927 0.17353 -2.25220 0.03 -0.02 0.02 0.0896
H 4.51722 0.44745 -3.14283 0.00 -0.01 0.01 0.1214
H 1.83342 -0.88327 1.70751 -0.03 -0.12 -0.08 0.1024
H -0.08636 -3.13356 1.56903 0.00 0.03 0.03 0.1169
H 1.24245 -3.25178 2.71289 -0.02 -0.04 0.00 0.1277
H 0.47455 -1.27816 3.96483 0.02 0.03 -0.04 0.1308
H -0.81878 -2.43425 3.80725 0.00 0.00 0.01 0.1415
Br 0.82642 2.93314 -1.68607 -0.01 0.01 0.00 0.9348
C -0.87923 2.72554 -2.43796 0.06 0.11 -0.02 -0.6937
C -1.17457 3.43988 -3.58665 -0.03 -0.04 0.03 -0.0885
C -2.43373 3.30462 -4.13994 0.00 -0.05 0.07 -0.0215
C -3.34113 2.46318 -3.51421 0.05 0.02 -0.02 -0.0151
C -2.95818 1.79303 -2.37410 0.02 0.02 -0.06 -0.1042
N -1.73270 1.91114 -1.81961 0.03 -0.16 0.03 -0.0747
H -0.42365 4.08144 -4.02148 0.01 0.00 0.00 0.1098
H -2.69792 3.84559 -5.03827 0.00 0.00 0.00 0.1251
H -4.33942 2.31576 -3.89925 0.00 0.01 0.00 0.1229
H -3.63818 1.12384 -1.88098 -0.05 -0.08 0.06 0.0940


57
Properties=species:S:1:pos:R:3:forces:R:3:nbo_charge:R:1 method="wB97M-V/def2-TZVPD" e_tot_ev=-101492.0831 charge=+1 largest_force_ev_per_a=5.98 homo_energy_ev=-9.32
C -5.09410 1.37613 1.08904 -1.37 0.28 0.34 -0.7056
C -6.25209 2.44856 1.62299 2.53 2.88 -1.73 0.2815
N -6.05642 3.77695 1.31165 -0.98 -5.76 1.26 -0.6258
C -7.53923 1.83428 2.44887 2.59 0.01 -1.52 -0.6056
S -9.03967 2.86213 1.99085 -0.94 -0.67 -0.03 0.4803
Br -9.81789 1.95424 0.06758 0.89 0.83 1.29 0.1425
H -4.98081 1.58533 -0.07355 -0.20 -0.65 2.54 0.2623
H -4.08910 1.61886 1.63899 -1.98 -0.67 -1.05 0.2707
H -5.49358 0.27635 1.30481 1.27 2.31 -0.61 0.2295
H -5.13781 3.83025 0.78015 -1.36 -0.06 0.80 0.3779
H -7.70043 0.73844 2.04073 -0.13 2.36 0.81 0.3036
H -7.30830 1.77891 3.59475 -0.92 0.53 -2.06 0.3196
H -8.70340 4.18193 1.62892 0.68 -1.40 -0.07 0.2654
C -1.08118 0.14123 0.91894 0.06 -0.01 -0.03 -0.6177
C -1.54940 0.13356 -0.53465 0.31 0.27 0.06 -0.2114
N -1.14854 1.32133 -1.29589 -0.32 0.21 -0.12 -0.4606
C -1.82370 1.42857 -2.59398 -0.13 0.07 0.22 -0.2044
C -1.53591 0.35014 -3.63287 -0.02 -0.06 -0.37 -0.6362
C 0.28442 1.62476 -1.31528 0.07 0.08 0.39 -0.2207
C 1.22839 0.55610 -1.85869 0.30 -0.05 -0.17 -0.6404
H -1.42445 1.04072 1.44081 0.11 -0.02 -0.09 0.1976
H -1.49170 -0.72856 1.44429 0.07 0.09 -0.11 0.2117
H 0.00807 0.08400 0.99966 -0.13 0.04 0.03 0.2170
H -2.64336 0.08070 -0.51387 0.00 0.11 -0.29 0.1779
H -1.19972 -0.78895 -1.00940 -0.02 -0.19 0.00 0.1693
H -1.60786 2.40979 -3.03477 0.14 -0.10 0.20 0.1975
H -2.90688 1.43993 -2.41002 0.09 -0.07 0.16 0.1723
H -0.55364 0.48161 -4.08892 -0.06 -0.10 0.07 0.2086
H -2.27113 0.41615 -4.44314 0.08 0.00 0.10 0.2135
H -1.60113 -0.65871 -3.21994 0.04 0.07 0.00 0.2051
H 0.59800 1.86474 -0.29160 -0.17 -0.10 -0.06 0.1928
H 0.45331 2.55756 -1.86906 -0.30 -0.16 0.00 0.2014
H 0.98778 -0.44553 -1.49286 -0.01 0.06 -0.01 0.2042
H 2.25393 0.77855 -1.54289 -0.12 -0.03 -0.02 0.2185
H 1.23114 0.53827 -2.95021 -0.02 -0.13 0.11 0.2064
C 6.19464 -1.09922 -1.19030 0.05 -0.03 0.05 -0.6163
C 4.80080 -1.37335 -0.62971 0.26 -0.25 0.06 -0.2144
N 4.70618 -2.60996 0.15310 -0.30 -0.19 0.02 -0.4511
C 3.32339 -2.99683 0.45413 0.16 -0.08 -0.38 -0.2083
C 2.50617 -2.06741 1.34487 -0.31 0.00 0.26 -0.6357
C 5.64436 -2.74243 1.27028 0.31 -0.03 -0.28 -0.2200
C 5.61335 -1.66832 2.35366 0.06 0.07 0.36 -0.6374
H 6.55100 -1.94029 -1.79435 -0.06 0.07 0.15 0.2146
H 6.16669 -0.21239 -1.83358 -0.03 -0.13 0.12 0.2123
H 6.92392 -0.90268 -0.39924 -0.05 -0.04 -0.09 0.2036
H 4.12395 -1.44664 -1.48789 -0.14 -0.17 0.21 0.1948
H 4.47962 -0.50159 -0.05042 -0.06 0.22 0.04 0.1552
H 3.31567 -4.00260 0.89235 0.21 0.14 -0.01 0.1952
H 2.78931 -3.10639 -0.49982 0.20 0.10 0.01 0.1870
H 2.79920 -2.15222 2.39228 0.00 0.12 -0.06 0.2042
H 1.44715 -2.34480 1.29029 0.08 0.01 -0.01 0.2047
H 2.58135 -1.02121 1.04097 0.06 -0.02 0.00 0.2010
H 6.66163 -2.78134 0.86101 -0.19 0.07 -0.09 0.1955
H 5.51239 -3.72386 1.74433 -0.22 0.12 -0.22 0.1983
H 5.54490 -0.65713 1.94403 -0.01 -0.08 -0.01 0.2031
H 6.53538 -1.71690 2.94396 -0.11 0.01 -0.08 0.2153
H 4.78534 -1.82075 3.04857 0.03 0.14 -0.07 0.1997


12
Properties=species:S:1:pos:R:3:forces:R:3:nbo_charge:R:1 method="wB97M-V/def2-TZVPD" e_above_lowest_ev=0.6954 e_tot_ev=-25347.3524 largest_force_ev_per_a=2.98 homo_energy_ev=-9.29
N 0.66322 1.21734 -1.66834 -1.90 -0.93 1.68 -0.8324
C -0.09525 0.28584 -0.75251 -0.12 -0.60 0.66 -0.2467
C 0.10375 0.41269 0.77552 -0.53 2.07 0.97 -0.5029
S -1.23657 -0.21311 1.95954 1.21 -1.42 -2.32 0.0970
S -1.35624 -2.12340 0.99403 0.00 0.10 1.26 -0.1725
H 0.95572 0.58154 -2.39273 0.95 0.59 -0.15 0.3679
H 1.37245 1.65860 -1.10707 0.69 -0.10 -0.54 0.3611
H -1.16792 0.28870 -0.94288 -0.06 0.33 -0.22 0.1882
H 0.23241 -0.73499 -0.91979 -0.07 -0.25 -0.45 0.1835
H 1.07647 0.05919 1.10880 -0.04 -0.30 -0.03 0.2095
H 0.04722 1.47148 1.10525 0.27 -0.17 -0.45 0.2096
H -0.59527 -2.90387 1.84017 -0.42 0.68 -0.42 0.1376


41
Properties=species:S:1:pos:R:3:forces:R:3:nbo_charge:R:1 method="wB97M-V/def2-TZVPD" e_above_lowest_ev=0.0367 e_tot_ev=-58725.1009 charge=+2 largest_force_ev_per_a=1.14 homo_energy_ev="-15.59 / -15.59"
Ir 0.37361 0.35003 0.02744 0.17 0.49 0.32 1.2552
O 3.78382 1.05146 -1.24262 -0.02 0.00 -0.03 -0.8147
S 2.83089 0.01042 -1.17650 0.15 -0.11 0.19 2.2982
O 1.48951 0.18805 -1.81390 -0.24 0.02 -0.04 -0.8993
N 2.13856 -0.04304 0.38971 0.06 0.05 -0.22 -0.7272
C 2.58213 -0.14647 1.71606 0.08 -0.07 0.07 0.0594
C 3.85631 -0.34056 2.17991 -0.06 0.01 -0.03 -0.1287
C 4.06075 -0.41954 3.57204 -0.04 0.00 0.08 -0.1835
C 3.01209 -0.32394 4.44958 0.05 -0.01 -0.03 -0.1033
C 1.68680 -0.12812 3.98066 0.00 0.00 0.04 -0.1051
C 0.54614 -0.03854 4.80725 -0.01 -0.01 -0.01 -0.0388
C -0.69229 0.13628 4.24141 -0.01 0.00 -0.02 -0.2389
C -0.81435 0.24344 2.85382 0.03 0.01 0.01 0.1238
N 0.24227 0.16848 2.05241 -0.02 0.05 0.07 -0.4581
C 1.49037 -0.02740 2.60109 0.02 -0.03 0.03 0.2225
C 3.47634 -1.53258 -1.55098 -0.01 -0.02 -0.09 -0.3656
C 2.61260 -2.60873 -1.77213 0.02 0.01 0.01 -0.1753
C 3.17054 -3.83505 -2.07049 0.00 -0.01 0.00 -0.1930
C 4.55513 -3.96892 -2.14941 0.00 0.00 0.00 -0.1090
C 5.39801 -2.88461 -1.93698 0.00 0.00 0.00 -0.1943
C 4.86547 -1.64418 -1.63472 -0.01 -0.01 0.00 -0.1680
H 4.69365 -0.42425 1.49933 -0.01 0.00 -0.01 0.2516
H 5.06506 -0.56434 3.94409 0.00 0.00 0.01 0.2598
H 3.18215 -0.40286 5.51552 0.01 0.01 0.00 0.2527
H 0.65516 -0.11332 5.88222 0.00 0.00 0.00 0.2588
H -1.58606 0.20207 4.84463 0.01 0.00 0.01 0.2685
H -1.78134 0.39785 2.39527 0.00 0.00 -0.02 0.2433
H 1.53866 -2.48150 -1.73424 0.00 0.00 0.00 0.2390
H 2.53118 -4.68648 -2.25688 0.00 0.00 0.00 0.2513
H 4.98126 -4.93338 -2.39197 0.00 0.00 0.00 0.2505
H 6.46924 -3.00235 -2.02087 0.00 0.00 0.00 0.2542
H 5.49933 -0.77931 -1.49271 0.00 0.00 0.00 0.2584
Cl -4.03128 -1.20347 1.50055 0.00 0.00 -0.01 0.0160
C -3.80554 -0.60783 -0.16087 0.02 -0.06 0.02 -0.4633
C -2.49606 0.14127 -0.15137 -0.05 0.23 0.00 0.7864
O -2.47812 1.36820 0.05465 0.06 -0.13 -0.03 -0.5336
O -1.42744 -0.55163 -0.31284 0.06 -0.14 0.00 -0.6385
H -4.62261 0.06017 -0.40951 0.00 0.01 -0.01 0.2682
H -3.75536 -1.45652 -0.83560 -0.01 0.00 0.00 0.2640
O -0.72922 2.93550 -0.76986 0.34 0.37 0.44 0.0458
N -0.60227 1.93281 -0.32200 -0.59 -0.63 -0.75 0.4107